Entry from the OMol25 dataset: a 2-piece molecular cluster, C6H8 overall (ωB97M-V/def2-TZVPD).

XYZ file:
```
14
C6H8, DFT ωB97M-V/def2-TZVPD
C 1.12481 -1.60687 -0.42914
C -1.70014 0.26221 0.05101
C -0.61310 1.23249 -0.27188
C 1.40383 -0.76070 0.51834
C -0.98002 0.46991 -1.24352
C 1.38728 0.29653 1.28880
H -2.71761 0.64213 0.15389
H -1.49736 -0.61704 0.67397
H 1.56215 -2.57786 -0.62043
H 0.33413 -1.24246 -1.09619
H 0.71845 0.36208 2.14299
H 2.02816 1.14882 1.08265
H -0.95552 0.27206 -2.30279
H -0.09506 2.11869 0.05231
```

Results
charge: 0
SMILES string: C1=CC1.C=C=C
LUMO energy: 0.044 hartree

These are the Mulliken partial charges, in e, on atoms 1 to 5: C -0.6603; C -0.4386; C -0.2354; C 0.4324; C -0.5541

=====

Entry from the OMol25 dataset: C18H16CuF6N6O4S3 as an isolated structure (ωB97M-V/def2-TZVPD).

XYZ file:
```
54
C18H16CuF6N6O4S3, DFT ωB97M-V/def2-TZVPD
Cu 0.12097 0.13978 -0.64876
S -0.87237 -3.63381 1.60284
S -0.64094 2.16564 3.49427
S -1.29391 2.77070 0.73952
F 0.56800 4.59930 0.60625
F -1.49894 5.38436 0.80563
F -0.83897 4.63102 -1.16077
F -1.92560 0.67148 5.45385
F -2.82614 0.67270 3.43919
F -3.03031 2.46264 4.74251
O 0.15035 1.02966 3.09371
O -2.58675 2.57066 0.14801
O -0.13603 3.11026 4.42371
O -0.24988 1.76722 0.42557
N 2.02471 0.08954 -1.61729
N -1.89845 -1.38187 0.78814
N -0.54161 -1.26126 0.62519
N 2.04379 0.11731 -2.94240
N -1.40838 2.97117 2.30667
N 1.47667 -2.39511 0.94295
C 5.45495 1.26546 -0.99451
C -4.03536 -4.13211 0.71569
C -0.49179 -1.22359 -5.24569
C 3.15924 0.48677 -0.97401
C -2.25849 -2.55439 1.28531
C -0.69265 4.47300 0.22360
C 4.32599 0.83902 -1.70553
C 0.63495 -0.49644 -4.78439
C -1.46147 -1.46240 -4.28153
C 0.77920 -0.16755 -3.42520
C 5.40468 1.54872 0.36146
C 0.14326 -2.30257 1.00022
C -0.32384 -0.29029 -2.46063
C 3.08036 0.71129 0.46168
C -2.22343 1.41641 4.37811
C -1.43557 -0.94636 -2.96402
C -3.67609 -2.86678 1.50131
C 4.16102 1.32534 1.06212
H 6.27491 1.90949 0.90863
H -2.29629 -1.11432 -2.32982
H 4.07685 1.53812 2.10771
H -3.38727 -4.97385 0.98676
H -3.92882 -2.94740 2.56932
H 1.45636 -0.20772 -5.45828
H 4.25581 0.66464 -2.78075
H 1.92596 -3.25434 1.24515
H -3.90533 -3.98135 -0.35878
H -5.05209 -4.49884 0.93339
H 2.03755 -1.53184 0.91658
H -4.23882 -2.02149 1.10492
H -2.34351 -2.02195 -4.53658
H 2.19100 0.47411 1.03805
H -0.62006 -1.59206 -6.25737
H 6.37262 1.45388 -1.51174
```

Results
charge: -1
LUMO energy (alpha / beta): 0.069 / 0.069 hartree

These are the Mulliken partial charges, in e, on atoms 1 to 5: Cu -0.8486; S -0.2786; S 0.9452; S 1.1877; F -0.1935

=====

So what do the calculations give for energy above the lowest of the compared OMol25 structures with the same formula, charge and spin? Going down the list: 4.2051, 0.0000 eV.
So what do the calculations give for molar mass? Going down the list: 80.13, 654.10 g mol⁻¹.